No. 1
ORCA calculation (ωB97M-V with the def2-TZVPD basis set) on a molecular structure, C10H10CoF3NO2.

Summary:
Relative energy (zero: lowest compared OMol25 entry of this formula, charge and spin) = 115.82 kcal/mol
Max |F| = 0.283 Eh/bohr
Spin multiplicity = 5
Expectation value of S² = 6.165
Total charge = -1
Kohn-Sham gap (alpha / beta) = 0.25302 / 0.25033 Ha
DFT total energy = -61885.2169 eV

Each line ends with the Löwdin spin population.
Element x y z (Å)
C -0.1791 -1.2132 -1.9101  -0.0047
C -1.5025 -1.6055 -1.4942  0.1546
C -1.4207 -2.1729 -0.2206  0.0346
C -0.0808 -2.1745 0.2264  0.1563
C 0.7865 -1.6735 -0.8533  -0.0190
Co 1.0731 -0.0094 -0.5603  1.9230
C -0.8458 1.5820 -0.4662  -0.0652
C -0.1931 2.4702 -1.5282  0.1113
C 0.3648 2.5996 -2.5945  0.0166
N 2.5935 0.5750 -0.0642  1.6647
H -2.2816 -2.6630 0.2979  -0.0006
H -2.4411 -1.5972 -2.1509  0.0089
H 0.3301 -2.7868 1.0557  0.0068
H 1.8373 -2.0652 -1.0813  0.0048
H 0.1349 -1.0763 -2.9945  -0.0042
H -1.7555 1.0048 -0.8768  0.0022
H 1.7364 0.2810 -2.0512  -0.0905
H -1.0342 1.5380 0.7846  -0.0024
H -0.2755 2.8635 -3.5045  0.0094
H 1.5305 2.5476 -2.6562  0.0079
F -0.1016 1.4819 4.5908  0.0007
C 0.3646 0.4432 3.8350  0.0025
F 1.7247 0.3624 4.0220  0.0012
F -0.1772 -0.7047 4.3521  0.0004
C 0.0105 0.6261 2.2672  0.0117
O -0.7123 1.6063 2.1113  0.0086
O 0.5141 -0.2395 1.4640  0.0604

---

No. 2
ORCA calculation (ωB97M-V with the def2-TZVPD basis set) on 2 unconnected molecules or ions with the total composition C10H10F3NO5S.

Summary:
Max |F| = 0.172 Eh/bohr
Total charge = 0
Kohn-Sham gap = 0.21016 Ha
DFT total energy = -41235.0264 eV

Each line ends with the natural charge from an NBO analysis.
Element x y z (Å)
C -4.1351 1.4836 -0.9199  -0.3749
C -3.6521 1.0850 0.4300  -0.2440
C -3.6963 -0.5160 0.9115  -0.2626
N -2.3699 -1.1073 0.3894  -0.3579
C -2.2762 -1.8938 -0.9181  0.0703
C -0.8134 -2.4782 -1.4525  -0.2014
C 0.5095 -2.1365 -0.5408  -0.0147
C 2.0680 -2.5865 -0.9247  0.7351
O 2.2686 -3.8852 -1.1811  -0.5288
O 3.1954 -1.6044 -0.9328  -0.6440
C 0.3638 -1.2837 0.8818  -0.1696
C -1.1498 -0.7895 1.2789  0.0606
H -4.4175 0.6780 -1.7208  0.2084
H -4.1961 2.6247 -1.2393  0.2482
H -3.1785 1.8691 1.1952  0.2497
H -4.6171 -1.0935 0.4650  0.2502
H -3.6830 -0.6042 2.1011  0.2522
H -3.2970 -2.0447 -1.5009  0.2647
H -0.7287 -3.1152 -2.4502  0.2955
H 2.8418 -0.6635 -0.9682  0.5365
H 1.3028 -1.0458 1.5653  0.3285
H -1.2635 -0.1532 2.2706  0.2780
C 4.5422 2.8877 0.1111  0.6989
F 4.1482 4.0666 -0.4691  -0.3293
F 5.2865 2.2357 -0.8390  -0.3319
F 5.4258 3.2371 1.1007  -0.3261
S 3.1071 1.8691 0.7400  2.3008
O 2.2758 1.5910 -0.4393  -1.0244
O 2.4319 2.7135 1.7351  -0.9732
O 3.7068 0.6603 1.3210  -0.9948

---

No. 3
ORCA calculation (ωB97M-V with the def2-TZVPD basis set) on a molecular structure, C10H10F5NTi.

Summary:
Max |F| = 0.073 Eh/bohr
Total charge = 0
Kohn-Sham gap (alpha / beta) = 0.26196 / 0.26185 Ha
DFT total energy = -48721.6915 eV

Each line ends with the natural charge from an NBO analysis.
Element x y z (Å)
C 0.9440 -1.3161 -1.8298  -0.2569
C -0.4541 -1.0469 -1.9699  -0.3002
C -1.1287 -1.5981 -0.8305  -0.3592
C -0.1455 -2.1975 0.0230  -0.2974
C 1.1360 -2.0397 -0.5974  -0.2846
Ti 0.3340 0.1421 -0.0208  0.9785
C -1.6046 1.4480 -0.4037  -0.4726
C -0.5502 1.8478 -1.1566  -0.0210
C 0.1342 2.4549 -2.1242  -0.3805
N 1.9449 0.6691 -0.2586  -0.7797
H -2.2064 -1.5944 -0.6546  0.2397
H -0.9158 -0.4982 -2.7919  0.2420
H -0.3441 -2.7048 0.9623  0.2600
H 2.0746 -2.4142 -0.1962  0.2508
H 1.7128 -0.9950 -2.5303  0.2452
H -2.3214 0.6893 -0.7771  0.2599
H 2.9581 0.6609 -0.1506  0.3713
H -2.0035 2.0206 0.4503  0.2703
H -0.2750 3.1692 -2.8528  0.2371
H 1.2091 2.2422 -2.2111  0.2524
F 0.4296 1.5685 2.3549  -0.3443
C 0.3271 0.1836 2.3168  0.3154
F 1.5371 -0.3547 2.7433  -0.3518
C -0.7479 -0.3176 3.2984  0.9071
F -0.4727 -0.0359 4.6135  -0.3235
F -1.9511 0.2506 2.9977  -0.3302
F -0.8741 -1.6776 3.1847  -0.3277

---

No. 4
ORCA calculation (ωB97M-V with the def2-TZVPD basis set) on a molecular structure, C10H10I2MnN2S.

Summary:
Max |F| = 0.244 Eh/bohr
Spin multiplicity = 6
Expectation value of S² = 8.755
Total charge = +2
Kohn-Sham gap (alpha / beta) = 0.11164 / 0.11757 Ha
DFT total energy = -71838.1095 eV

Each line ends with the Löwdin spin population.
Element x y z (Å)
C 4.7402 0.8532 0.6107  0.0008
C 3.5412 0.1717 0.9783  -0.0006
C 2.0905 -0.6048 1.2783  0.0002
C 1.0793 -0.0991 0.0633  0.0004
S 1.2374 1.7709 -0.0099  -0.0011
C 1.7192 -0.7298 -1.3383  0.0001
N 2.2745 -1.3252 -2.3715  0.0002
C -0.4817 -0.6339 0.2569  0.0017
C -0.3809 -2.2986 0.1279  0.0293
N -0.1799 -3.5988 0.2025  0.0168
C -1.3459 -0.0221 -0.9899  0.0032
I -2.1075 -1.7811 -2.1307  0.0548
C -2.6755 0.8384 -0.5770  0.0005
C -2.5199 1.7778 0.7561  0.0002
I -3.0064 2.2621 -2.2641  0.0010
H 5.4765 1.5532 -0.0130  0.0000
H 1.7196 -0.2220 2.3234  0.0000
H 2.2673 -1.7598 1.2114  0.0002
H 0.9099 2.2080 1.3022  0.0000
H -0.9205 -0.4341 1.3225  0.0002
H -0.7359 0.6046 -1.7673  0.0002
H -3.6633 0.1707 -0.5722  0.0003
H -2.7684 1.0833 1.6935  0.0000
H -1.4584 2.2413 0.9219  0.0000
H -3.3482 2.6103 0.7368  0.0000
Mn -1.4633 -4.6364 -1.7517  4.8916

---

No. 5
ORCA calculation (ωB97M-V with the def2-TZVPD basis set) on 2 unconnected molecules or ions with the total composition C10H10N2.

Summary:
Relative energy (zero: lowest compared OMol25 entry of this formula, charge and spin) = 111.82 kcal/mol
Max |F| = 0.164 Eh/bohr
Total charge = 0
Kohn-Sham gap = 0.35674 Ha
DFT total energy = -13508.2465 eV

Each line ends with the natural charge from an NBO analysis.
Element x y z (Å)
C 1.0795 -0.4974 1.6609  -0.1954
C 1.5440 0.4831 0.6508  -0.2423
C 2.1483 -0.2146 -0.4713  0.0225
N 1.9619 -1.4753 -0.7956  -0.4290
C 1.2245 -2.2725 -0.0376  0.0353
C 0.8981 -1.7963 1.2703  -0.2742
H 0.7488 -0.0597 2.5705  0.2195
H 1.3854 1.5600 0.9312  0.2484
H 2.6138 0.4891 -1.2422  0.1898
H 0.9723 -3.0995 -0.5983  0.2065
H 0.7966 -2.5779 2.1314  0.2204
C -1.9924 -0.4794 -0.5232  -0.1754
C -2.3965 0.5088 0.5498  -0.2570
C -1.8580 1.8385 0.5224  -0.0085
N -0.9429 2.3135 -0.3998  -0.4136
C -0.5847 1.4444 -1.1869  0.0340
C -1.0590 0.2222 -1.3580  -0.2488
H -2.1660 -1.5961 -0.2671  0.2512
H -2.8481 0.1419 1.4309  0.2119
H -2.3918 2.5051 1.2749  0.2033
H 0.2336 1.6700 -2.0442  0.1778
H -0.5002 -0.3212 -2.2828  0.2236

---

No. 6
ORCA calculation (ωB97M-V with the def2-TZVPD basis set) on 2 unconnected molecules or ions with the total composition C10H10N2O2.

Summary:
Relative energy (zero: lowest compared OMol25 entry of this formula, charge and spin) = 96.36 kcal/mol
Max |F| = 0.108 Eh/bohr
Total charge = 0
Kohn-Sham gap = 0.31868 Ha
DFT total energy = -17604.3631 eV

Each line ends with the natural charge from an NBO analysis.
Element x y z (Å)
O 1.0968 -0.0668 -1.6535  -0.6270
C 1.2946 -0.8981 -0.7197  0.6515
C 0.3735 -1.9896 -0.3510  -0.4277
C 0.6982 -2.7600 0.6945  0.0810
N 1.8098 -2.4906 1.4829  -0.6231
C 2.7212 -1.4198 1.2021  0.7844
O 3.6801 -1.3708 1.9954  -0.5858
N 2.5438 -0.8859 -0.1273  -0.6269
H -0.5782 -2.0963 -0.8902  0.2701
H 0.0873 -3.6307 1.1342  0.2312
H 1.9159 -2.8774 2.5123  0.4493
H 3.1115 -0.1946 -0.5797  0.4440
C -2.4156 2.1477 0.6324  -0.2420
C -2.0772 3.0841 -0.2980  -0.2165
C -1.3707 2.6633 -1.4053  -0.2168
C -0.8125 1.3455 -1.3641  -0.2283
C -1.1294 0.4109 -0.4802  -0.1965
C -1.9849 0.8081 0.4873  -0.2157
H -2.9896 2.3259 1.4898  0.2096
H -2.3970 4.0911 -0.1993  0.2100
H -0.8906 3.4039 -2.1223  0.2102
H 0.1323 1.0676 -1.9280  0.2696
H -0.5933 -0.5991 -0.7482  0.2042
H -2.2258 -0.0686 1.2358  0.1912

---

The lowest max |F| belongs to which entry? C10H10F5NTi

---

Look up the max |F| of the fifth one. 0.164 Eh/bohr

---

DFT total energy of number 1 (C10H10CoF3NO2)? -61885.2169 eV

---

Which formula does entry 5 have? C10H10N2